The following is a DFT calculation (ωB97M-V/def2-TZVPD) of a single C8H11IN4 molecule at a distorted geometry.

Last column: natural (NBO) charge in e.
Atoms and positions in Å:
1 C 0.23512 -2.13058 2.08837  -0.19
2 C 0.28446 -2.00609 0.74158  -0.21
3 C 0.09211 -1.01192 2.88899  -0.26
4 C 0.17692 0.34032 0.97771  -0.26
5 C 0.28892 -0.73249 0.17880  -0.03
6 C 0.07682 0.23383 2.33998  0.18
7 C -1.50598 1.80622 -2.86082  -0.48
8 C 0.43339 -0.72098 -1.30746  0.03
9 N -0.30032 0.99624 -2.46627  -0.16
10 N -0.72434 0.00695 -1.85826  -0.16
11 N -0.14635 1.37302 3.09730  -0.83
12 N 1.87417 -0.26782 -1.79336  -0.80
13 I 2.03948 -0.13765 -3.82864  0.30
14 H 0.18046 -3.07994 2.65916  0.22
15 H 0.36533 -2.88186 -0.02663  0.21
16 H -0.14334 -1.14358 3.90258  0.21
17 H 0.30440 1.23187 0.31480  0.21
18 H -2.43503 1.30680 -2.36728  0.21
19 H -1.62016 1.54301 -3.96267  0.22
20 H -1.46688 2.90920 -2.56233  0.22
21 H 0.43060 -1.81496 -1.58359  0.21
22 H -0.66070 1.24792 3.96754  0.39
23 H 0.10745 2.32173 2.78403  0.40
24 H 2.11348 0.61075 -1.32356  0.37

Cartesian forces, eV/Å:
C -0.683 -1.224 1.783
C 0.542 -1.982 -2.556
C -0.145 -0.498 -0.545
C 0.994 2.148 -2.585
C 0.608 -2.468 -0.244
C -0.478 1.943 0.280
C -1.410 -1.084 -0.407
C 2.175 -0.894 -1.467
N -2.720 1.279 0.931
N 1.897 0.043 -0.129
N -0.017 0.635 0.735
N -2.172 -0.771 1.505
I 0.338 -0.086 0.216
H 0.203 0.398 -0.941
H -0.149 1.382 2.002
H 0.093 -0.083 1.399
H -0.551 0.197 1.608
H 1.552 1.054 -0.677
H 0.119 1.234 1.107
H 0.350 -1.629 -0.835
H -0.431 1.337 -0.307
H 0.544 0.431 -0.509
H -0.478 -1.275 0.281
H -0.181 -0.084 -0.644

Results
E, a.u.: -828.03940
Frontier orbital gap, Ha: 0.30931
HOMO energy, eV: -8.237
Max |F|, eV Å⁻¹: 3.5
ΔE to the lowest compared entry with this formula, charge and spin, kJ/mol: 0.00
Total charge: 0